Molecular formula: C37H31BiI2N8O3S
Method: DFT, ωB97M-V/def2-TZVPD

Values from the calculation:
E_HOMO, eV: -7.29
Lowest unoccupied orbital energy, eV: -0.3
Total charge: 0
Frontier orbital gap, eV: 7.026
E_tot, Ha: -3300.5360

The geometry in XYZ format:
```
83
C37H31BiI2N8O3S, DFT ωB97M-V/def2-TZVPD
Bi -0.0021 0.8282 -1.1464
N 4.5773 -0.2978 -1.5132
C 3.4639 0.4634 -1.3381
S 2.5055 0.8450 -2.7074
N 3.2776 0.8187 -0.0710
N 2.0660 1.3566 0.2286
C 2.0114 2.1633 1.2386
C 3.1956 2.6048 2.0356
C 4.0883 1.7029 2.6138
C 5.1725 2.1648 3.3453
C 5.3884 3.5312 3.4946
C 4.5048 4.4343 2.9217
C 3.4101 3.9702 2.2031
C 0.6725 2.6985 1.6413
C 0.4438 3.1774 2.9275
C -0.8371 3.5763 3.2762
C -1.8538 3.4951 2.3438
C -1.5472 3.0145 1.0849
N -0.3088 2.6392 0.7429
H 4.9117 -0.4082 -2.4518
H 5.2456 -0.3214 -0.7619
H 3.9278 0.6411 2.4889
H 5.8569 1.4552 3.7964
H 6.2404 3.8901 4.0602
H 4.6646 5.5010 3.0348
H 2.7188 4.6784 1.7554
H 1.2567 3.2197 3.6386
H -1.0386 3.9388 4.2782
H -2.8690 3.7814 2.5866
H -2.3024 2.9217 0.3111
I -0.5661 -2.4071 -5.6616
C 0.4868 -2.8321 -3.9173
C 1.1881 -4.0481 -3.8039
C 1.8204 -4.3812 -2.6417
I 2.8259 -6.2109 -2.5448
C 1.7738 -3.5046 -1.5251
C 2.3022 -3.7867 -0.2472
C 2.1346 -2.9089 0.7839
C 1.4746 -1.6957 0.5464
N 1.0154 -1.3783 -0.6423
C 1.1105 -2.2677 -1.6745
C 0.4178 -1.8975 -2.8884
O -0.2486 -0.7882 -2.9421
H 1.2059 -4.7313 -4.6444
H 2.8201 -4.7231 -0.0869
H 2.5084 -3.1320 1.7758
H 1.3194 -0.9707 1.3406
C -2.3513 5.1101 -3.1812
O -2.5708 3.8842 -3.8925
C -2.5193 2.7609 -3.1560
O -2.2440 2.7480 -1.9673
N -2.8135 1.7022 -3.9480
N -2.8348 0.4105 -3.4299
H -2.9200 5.8701 -3.7049
H -1.2938 5.3646 -3.1957
H -2.6845 5.0263 -2.1559
H -2.8568 1.8598 -4.9342
H -2.0051 -0.1107 -3.7092
H -3.6579 -0.0568 -3.7673
N -1.2802 -0.0208 0.4298
C -1.8971 -1.1054 0.6439
C -2.8716 -1.1888 1.8104
C -2.6060 -0.4849 2.9836
C -3.5134 -0.4975 4.0337
C -4.7094 -1.1979 3.9131
C -4.9856 -1.8958 2.7448
C -4.0630 -1.9050 1.7034
C -1.6953 -2.3859 -0.1341
C -1.1686 -3.5060 0.5099
C -0.8823 -4.6580 -0.2116
C -1.1459 -4.7085 -1.5798
C -1.6988 -3.6059 -2.2162
C -1.9680 -2.4477 -1.4939
H -1.6794 0.0782 3.0518
H -3.2898 0.0411 4.9471
H -5.4205 -1.2040 4.7299
H -5.9201 -2.4383 2.6447
H -4.2706 -2.4632 0.7936
H -0.9655 -3.4635 1.5769
H -0.4524 -5.5168 0.2912
H -0.9187 -5.6062 -2.1448
H -1.9038 -3.6384 -3.2818
H -2.3723 -1.5705 -1.9885
```

Löwdin atomic charge list, values in e, 5 entries: atom 1 (Bi): 1.768, atom 2 (N): 0.070, atom 3 (C): -0.918, atom 4 (S): 0.530, atom 5 (N): -0.025